Entry from OMol25: a structure of composition C34H32CrNO4 at a distorted geometry (wB97M-V/def2-TZVPD).

Geometry (Å):
C (-0.62011, 1.91727, 3.87947)
C (-1.73666, 2.87929, 3.47633)
C (-1.98606, 3.02413, 1.96024)
C (-1.39239, 1.96649, 1.06735)
N (-1.52956, 2.16508, -0.29006)
C (-2.20900, 3.35392, -0.78837)
C (-2.31692, 3.39817, -2.31056)
O (-1.29480, 2.64414, -2.97687)
C (-1.42232, 1.27137, -2.63600)
C (-1.30453, 1.01787, -1.13396)
C (-0.78207, 0.84325, 1.58576)
C (-0.60473, 0.62247, 3.04171)
H (0.34615, 2.42327, 3.76019)
H (-0.72803, 1.67848, 4.94597)
H (-2.67100, 2.55402, 3.95341)
H (-1.51062, 3.87153, 3.88967)
H (-3.07973, 3.04044, 1.81883)
H (-1.64894, 4.02555, 1.65790)
H (-3.22962, 3.40799, -0.37828)
H (-1.66386, 4.25284, -0.46471)
H (-3.32090, 3.02409, -2.59540)
H (-2.16595, 4.41807, -2.68664)
H (-2.39964, 0.86528, -2.96181)
H (-0.61794, 0.75497, -3.18136)
H (-0.31029, 0.59726, -0.96726)
H (-2.02573, 0.22702, -0.86755)
H (-0.42402, 0.04421, 0.92747)
H (0.35448, 0.11456, 3.20882)
H (-1.38533, -0.05490, 3.43429)
O (3.12249, 3.41769, -0.17055)
C (3.44380, 2.42634, -0.69238)
Cr (3.87535, 0.67626, -1.30269)
C (2.94228, 0.36472, 0.29522)
O (2.40457, 0.30938, 1.33203)
C (5.32388, 0.64019, -0.05075)
O (6.06008, 0.64287, 0.85239)
C (4.99174, 0.55613, -3.20071)
C (3.81883, 1.29190, -3.38827)
C (2.58055, 0.77636, -2.98079)
C (2.49393, -0.50087, -2.38423)
C (1.30890, -0.93743, -1.65003)
C (0.65500, -1.55469, -0.80420)
C (-0.29122, -2.14026, 0.03162)
C (0.12735, -2.95529, 1.15422)
C (1.50654, -3.22746, 1.34013)
C (1.92741, -4.14863, 2.29597)
C (0.99872, -4.75754, 3.15064)
C (-0.36306, -4.46262, 3.00952)
C (-0.79763, -3.61529, 1.99621)
C (-1.69184, -2.06877, -0.39180)
C (-1.98084, -2.13424, -1.77624)
C (-3.29782, -2.06590, -2.22341)
C (-4.35012, -1.93470, -1.30795)
C (-4.07075, -1.74556, 0.04653)
C (-2.75526, -1.82319, 0.50488)
C (3.69275, -1.23111, -2.21399)
C (4.92317, -0.71323, -2.61297)
H (5.95523, 0.97961, -3.49112)
H (3.87483, 2.28474, -3.83688)
H (1.66628, 1.36007, -3.09225)
H (2.22599, -2.73980, 0.67909)
H (2.98640, -4.39886, 2.35851)
H (1.33399, -5.46597, 3.90997)
H (-1.10424, -4.91851, 3.66700)
H (-1.86673, -3.49773, 1.84290)
H (-1.14325, -2.23302, -2.47438)
H (-3.49468, -2.13260, -3.29422)
H (-5.38817, -1.95897, -1.64900)
H (-4.87259, -1.56338, 0.76452)
H (-2.54376, -1.65029, 1.56401)
H (3.62378, -2.20181, -1.72259)
H (5.82824, -1.29667, -2.45258)

As for the total energy: -73859.8572 eV. As for the spin multiplicity: 4. As for the total charge: +2.

---

Entry from OMol25: a structure of composition C34H32N4O4ReS4Sb (wB97M-V/def2-TZVPD).

Geometry (Å):
Re (-1.47987, -1.28174, 1.90502)
S (-1.14659, 0.57464, 3.06142)
C (-1.40415, 1.93234, 1.98178)
C (-1.13168, 3.23488, 2.39623)
C (-1.29619, 4.28104, 1.50673)
C (-0.99428, 5.62082, 1.92705)
N (-0.73803, 6.68438, 2.27491)
C (-1.74374, 4.02522, 0.19451)
C (-2.02776, 2.73384, -0.20832)
C (-1.86392, 1.68416, 0.69488)
S (-2.19940, 0.03762, 0.20512)
C (-1.89774, 5.09998, -0.74641)
N (-2.01240, 5.94152, -1.51889)
H (-0.78308, 3.42992, 3.40217)
H (-2.34832, 2.54010, -1.22432)
C (2.27596, -1.48941, 2.86434)
S (1.00696, -2.47533, 2.17538)
O (1.53729, -3.70075, 1.68529)
O (-0.10878, -2.56639, 3.15498)
O (0.36379, -1.61373, 1.07525)
H (2.73779, -2.06300, 3.66548)
H (1.83004, -0.57038, 3.23676)
H (2.99378, -1.27375, 2.07247)
C (5.31321, -0.55593, -5.05187)
C (4.54222, 0.58944, -4.90491)
C (3.44255, 0.58689, -4.05826)
C (3.10440, -0.56371, -3.35142)
C (3.87698, -1.71200, -3.51268)
C (4.98127, -1.70818, -4.35533)
Sb (1.47989, -0.65467, -1.97543)
C (0.38168, 1.06197, -2.63025)
C (0.80885, 2.37209, -2.41223)
C (0.09104, 3.44554, -2.92402)
C (-1.06532, 3.22412, -3.66132)
C (-1.50278, 1.92584, -3.88333)
C (-0.78336, 0.85417, -3.36697)
C (2.49554, 0.34786, -0.37226)
C (3.86846, 0.21122, -0.18866)
C (4.50712, 0.84350, 0.87455)
C (3.78100, 1.62816, 1.75900)
C (2.41039, 1.77530, 1.58107)
C (1.77499, 1.12947, 0.53043)
H (6.16936, -0.55038, -5.71361)
H (4.79645, 1.48758, -5.45293)
H (2.84759, 1.48643, -3.95880)
H (3.62157, -2.62333, -2.98138)
H (5.57603, -2.60497, -4.47126)
H (1.71156, 2.56174, -1.84321)
H (0.43384, 4.45808, -2.75165)
H (-1.62080, 4.06428, -4.05733)
H (-2.39820, 1.74664, -4.46538)
H (-1.13258, -0.15583, -3.55860)
H (4.45608, -0.37513, -0.88635)
H (5.57692, 0.73483, 0.99985)
H (4.28151, 2.13427, 2.57427)
H (1.83942, 2.40097, 2.25815)
H (0.70588, 1.25716, 0.39729)
C (-0.32070, -4.44508, -0.71398)
S (-1.98926, -4.00550, -0.26547)
C (-2.31432, -2.84669, -1.57877)
O (-1.88401, -3.21431, 1.04726)
H (-0.37353, -5.02288, -1.63666)
H (0.07799, -5.05506, 0.09334)
H (0.27842, -3.54486, -0.84395)
H (-2.37110, -3.42989, -2.49898)
H (-1.50920, -2.11599, -1.64122)
H (-3.27443, -2.37046, -1.39013)
N (-4.45454, 0.06088, 2.71425)
C (-4.27991, -1.13923, 3.30898)
C (-5.24459, -1.61026, 4.22225)
C (-5.06851, -2.81243, 4.84224)
C (-3.92771, -3.57543, 4.55589)
C (-3.02346, -3.07683, 3.67098)
N (-3.16953, -1.86697, 3.05117)
H (-5.34476, 0.51243, 2.83145)
H (-3.94358, 0.27885, 1.87231)
H (-6.11745, -1.00068, 4.41022)
H (-5.80865, -3.17322, 5.54377)
H (-3.75259, -4.53430, 5.01877)
H (-2.12702, -3.62147, 3.41934)

As for the spin multiplicity: 2. As for the energy relative to the best compared isomer or geometry (same formula, charge and spin): 3.2 kJ/mol. As for the total charge: +1.

---

Entry from OMol25: a structure of composition C34H32N6OPS2Y at a distorted geometry (wB97M-V/def2-TZVPD).

Geometry (Å):
Y (0.52294, 0.36092, -1.18406)
C (-5.79851, 0.80561, -2.45645)
C (-5.34604, 1.46861, -1.16495)
N (-4.03168, 2.07805, -1.25453)
C (-2.86623, 1.37979, -1.18878)
S (-1.43295, 2.31043, -1.52740)
N (-3.00061, 0.09151, -0.95750)
N (-1.79837, -0.57974, -0.84273)
C (-1.95578, -1.85274, -0.74962)
C (-3.30727, -2.48642, -0.82345)
C (-0.72932, -2.68992, -0.53645)
C (-0.75428, -4.07933, -0.58597)
C (0.40861, -4.78302, -0.32111)
C (1.56203, -4.09030, 0.00329)
C (1.50740, -2.70938, 0.01278)
N (0.39700, -2.03092, -0.26191)
H (-6.75919, 0.30287, -2.32229)
H (-5.06471, 0.06263, -2.77076)
H (-5.91840, 1.53446, -3.26078)
H (-5.32199, 0.73962, -0.35629)
H (-6.04131, 2.25622, -0.86902)
H (-3.94620, 3.00642, -1.63081)
H (-3.81729, -2.16493, -1.73131)
H (-3.92590, -2.13204, 0.00438)
H (-3.26819, -3.56993, -0.79174)
H (-1.65962, -4.60978, -0.83169)
H (0.40469, -5.86496, -0.36231)
H (2.48689, -4.59922, 0.23585)
H (2.38038, -2.11151, 0.24100)
O (2.27697, -0.88139, -2.08306)
N (2.36560, -1.53033, -3.23565)
C (3.57951, -2.07907, -3.50044)
C (3.80403, -2.79154, -4.63891)
C (2.73971, -2.94461, -5.53667)
C (1.52732, -2.38258, -5.25111)
C (1.29284, -1.64030, -4.06875)
S (-0.20651, -0.92161, -3.66915)
H (4.31093, -1.88468, -2.73227)
H (4.78361, -3.21023, -4.81598)
H (2.87565, -3.50123, -6.45470)
H (0.69009, -2.48244, -5.92757)
C (2.38835, -0.17307, 6.42013)
C (1.31820, 0.66609, 6.14729)
C (0.90381, 0.86090, 4.83419)
C (1.54644, 0.21290, 3.78268)
C (2.61599, -0.63683, 4.07054)
C (3.04087, -0.82312, 5.37835)
P (1.04836, 0.45190, 2.04562)
C (-0.53936, 1.34684, 2.17693)
C (-1.71497, 0.59586, 2.22926)
C (-2.95349, 1.21888, 2.29066)
C (-3.02962, 2.60621, 2.28847)
C (-1.86775, 3.36380, 2.22878)
C (-0.63114, 2.73673, 2.17316)
C (2.16635, 1.69225, 1.34537)
C (3.04396, 2.45841, 2.11238)
C (3.85345, 3.40056, 1.49170)
C (3.76144, 3.56458, 0.11560)
C (2.87526, 2.78471, -0.62224)
C (2.04040, 1.80164, -0.05983)
H (2.71203, -0.32362, 7.44244)
H (0.80628, 1.17632, 6.95384)
H (0.07134, 1.52194, 4.62681)
H (3.12463, -1.15529, 3.26451)
H (3.87720, -1.47874, 5.58655)
H (-1.66150, -0.48777, 2.19729)
H (-3.85778, 0.62359, 2.31457)
H (-3.99554, 3.09595, 2.31426)
H (-1.92430, 4.44489, 2.20617)
H (0.27365, 3.32795, 2.09614)
H (3.10119, 2.32470, 3.18844)
H (4.54345, 4.00146, 2.07263)
H (4.38651, 4.29729, -0.38322)
H (2.85745, 2.95125, -1.69414)
N (0.97486, 2.63901, -4.18212)
C (1.21415, 1.90989, -3.31592)
H (0.66398, 3.20896, -4.93841)

As for the spin multiplicity: 1. As for the energy relative to the best compared isomer or geometry (same formula, charge and spin): 70.8 kJ/mol. As for the total charge: 0.